[1]
# C4H11NO

A 2-piece molecular cluster, C4H11NO overall at a distorted geometry (ωB97M-V/def2-TZVPD, the Open Molecules 2025 dataset).

Maximum force ... 2.3 eV/Å
Total energy ... -288.97237 a.u.
Net charge ... 0
SMILES ... C1CCNC1.O
Energy above the lowest of the compared OMol25 structures with the same formula, charge and spin ... 28.0 kcal/mol
Kohn-Sham gap ... 9.728 eV
HOMO energy ... -8.90 eV

Last column: Löwdin charge in e.
CARTESIAN COORDINATES (ANGSTROEM)
C: 0.68976 -0.01611 -0.79930  -0.2184
C: 0.35756 -1.29467 -1.56065  -0.1972
C: -0.96938 -1.74608 -0.95077  -0.2110
N: -1.57357 -0.44428 -0.47164  -0.0699
C: -0.47485 0.27489 0.07799  -0.2949
H: 0.94302 0.76434 -1.54240  0.1113
H: 1.58703 -0.18995 -0.17469  0.1090
H: 1.24526 -1.95524 -1.59328  0.1111
H: 0.10337 -1.02076 -2.60267  0.1064
H: -0.78023 -2.41444 -0.08881  0.1064
H: -1.65511 -2.27346 -1.64148  0.1089
H: -2.18824 -0.72448 0.30325  0.1064
H: -0.64929 1.36805 0.07480  0.1158
H: -0.22213 -0.02259 1.11389  0.1173
O: 0.84162 3.04436 3.30956  -0.0922
H: 1.52821 3.12656 4.00962  0.0457
H: 1.21691 3.52382 2.53656  0.0453


[2]
# C10H18N3O

A 2-piece molecular cluster, C10H18N3O overall at a distorted geometry (ωB97M-V/def2-TZVPD, the Open Molecules 2025 dataset).

Maximum force ... 6.4 eV/Å
Total energy ... -631.15638 a.u.
Net charge ... 0
Multiplicity ... 2
Energy above the lowest of the compared OMol25 structures with the same formula, charge and spin ... 65.0 kcal/mol
Kohn-Sham gap (spin up / spin down) ... 3.080 / 9.189 eV
HOMO energy (spin up / spin down) ... -2.44 / -8.66 eV

Last column: Löwdin charge in e.
CARTESIAN COORDINATES (ANGSTROEM)
C: -2.26165 -1.60469 2.26082  -0.0748
C: 1.06816 -2.37139 0.79508  -0.0227
C: -0.06196 -2.25465 1.59849  -0.0391
C: 0.85444 -1.86122 -0.45067  -0.3102
C: -1.27289 -1.68357 1.15591  -0.2734
C: -0.25056 -1.39852 -1.09758  -0.0465
C: -1.28525 -1.34220 -0.18145  -0.0726
O: 2.12366 -1.81049 -1.11193  -0.0510
H: 2.02368 -2.75524 1.05662  0.1081
H: -0.04151 -2.48534 2.64613  0.1059
H: 2.85961 -2.26900 -0.61645  0.1094
H: -0.50379 -1.28246 -2.15500  0.1328
H: -2.23794 -2.47578 2.92711  0.0817
H: -3.28095 -1.60219 2.14069  0.0399
H: -2.19176 -0.98912 -0.60719  0.1010
H: -1.85373 -0.73422 2.87330  0.0947
C: -0.15623 1.62996 -1.77008  -0.2123
C: 0.57237 1.16650 -3.05958  -0.1071
C: 0.50388 2.15740 0.58695  -0.6691
N: 0.87070 1.82073 -0.61292  0.1068
N: 1.44131 2.38504 1.54922  0.0698
N: -0.79526 2.25009 0.90649  0.1461
H: -0.55807 2.66743 -2.01966  0.1291
H: -0.88090 0.82923 -1.61370  0.0632
H: -0.01807 1.09754 -3.92140  0.0502
H: 1.16494 0.23808 -2.92575  0.0663
H: 1.68417 1.28996 -0.84018  0.1135
H: 1.38321 3.22470 2.10721  0.0173
H: 2.35303 1.95255 1.48860  0.0430
H: -1.55741 2.19453 0.21485  0.0874
H: -1.09530 2.06217 1.92162  0.1094
H: 1.40008 1.95416 -3.24553  0.1032


[3]
# C19H27N3O2

One molecule with the formula C19H27N3O2 (ωB97M-V/def2-TZVPD, the Open Molecules 2025 dataset).

Maximum force ... 0.6 eV/Å
Total energy ... -1055.00568 a.u.
Net charge ... 0
SMILES ... C=C(C)c1cccc(C(C)(C)NC(=O)N2CCC(C(N)=O)CC2)c1
Energy above the lowest of the compared OMol25 structures with the same formula, charge and spin ... 12.5 kcal/mol
Kohn-Sham gap ... 9.016 eV
HOMO energy ... -8.32 eV

Last column: Löwdin charge in e.
CARTESIAN COORDINATES (ANGSTROEM)
C: -4.97326 -2.74129 -0.13556  0.0533
C: -4.26634 -1.70718 -0.57913  -0.3218
C: -4.70306 -0.91155 -1.77531  -0.0572
C: -3.02025 -1.28156 0.08114  -0.1859
C: -2.13783 -2.22409 0.60156  -0.0326
C: -0.96350 -1.81806 1.20552  -0.0590
C: -0.65793 -0.47358 1.29423  -0.0372
C: -1.51585 0.48847 0.76999  -0.1634
C: -1.10931 1.95359 0.87103  -0.4905
C: -1.95899 2.88841 0.00736  -0.0306
C: -1.19079 2.39561 2.33529  -0.0175
N: 0.28674 2.08149 0.44224  0.1318
C: 0.69562 1.54290 -0.74162  -0.5124
O: -0.08887 1.15746 -1.58877  0.0741
N: 2.05781 1.53273 -0.98242  -0.0473
C: 3.07965 1.73778 0.01934  -0.1517
C: 3.40573 0.43187 0.74695  -0.1229
C: 3.83360 -0.63822 -0.25982  -0.2471
C: 3.96479 -1.98947 0.43526  -0.5327
N: 4.76684 -2.86749 -0.21213  0.1691
O: 3.39709 -2.27324 1.46454  0.0658
C: 2.78285 -0.76378 -1.37449  -0.1121
C: 2.49996 0.60369 -2.00285  -0.1450
C: -2.69125 0.06976 0.17061  0.0315
H: -4.68858 -3.29612 0.74182  0.0592
H: -5.87895 -3.05814 -0.62532  0.0587
H: -5.41574 -1.47721 -2.37057  0.0756
H: -3.84534 -0.65138 -2.39219  0.0873
H: -5.18619 0.01371 -1.46116  0.0810
H: -2.36216 -3.27623 0.50911  0.1086
H: -0.27268 -2.54883 1.60091  0.1065
H: 0.26846 -0.17892 1.76716  0.1036
H: -1.54440 3.89305 0.05895  0.0885
H: -1.93175 2.55462 -1.02543  0.0803
H: -2.98537 2.91860 0.36203  0.0828
H: -0.86864 3.43040 2.43595  0.0860
H: -2.21698 2.31515 2.68430  0.0944
H: -0.56840 1.76649 2.96846  0.0822
H: 0.95621 2.22819 1.17668  0.1148
H: 3.97484 2.09269 -0.50571  0.1275
H: 2.79028 2.52307 0.71915  0.1153
H: 2.52702 0.06497 1.27985  0.1036
H: 4.19975 0.59337 1.47816  0.1260
H: 4.79717 -0.36156 -0.70273  0.1468
H: 5.20022 -2.65202 -1.09147  0.1006
H: 4.85157 -3.80320 0.14924  0.1117
H: 1.85208 -1.14718 -0.94974  0.1304
H: 3.12140 -1.46232 -2.14185  0.1168
H: 3.40019 1.00641 -2.47749  0.1269
H: 1.70456 0.52095 -2.74403  0.1205
H: -3.37201 0.79720 -0.23704  0.1059


[4]
# C9H12S

One molecule with the formula C9H12S at a distorted geometry (ωB97M-V/def2-TZVPD, the Open Molecules 2025 dataset).

Maximum force ... 4.2 eV/Å
Total energy ... -748.13182 a.u.
Net charge ... 0
Multiplicity ... 3
Energy above the lowest of the compared OMol25 structures with the same formula, charge and spin ... 0.0 kcal/mol
Kohn-Sham gap (spin up / spin down) ... 7.886 / 6.061 eV
HOMO energy (spin up / spin down) ... -7.03 / -8.62 eV

Last column: Löwdin charge in e.
CARTESIAN COORDINATES (ANGSTROEM)
C: 1.35980 -1.44209 1.43970  0.0439
C: 2.73707 -1.02527 -0.65809  -0.6173
C: 1.51145 -1.08194 0.10637  -0.2513
C: -0.09800 -1.33755 1.36506  -0.2793
C: -1.19101 -1.63477 2.01082  0.0766
C: 0.05338 -0.92936 -0.08271  -0.2420
C: -0.28224 1.49282 0.63078  -0.0511
C: -0.18306 0.88646 -1.84017  -0.0594
C: -0.48015 0.42542 -0.44721  -0.3964
S: 4.25469 -1.40953 -0.24092  0.8073
H: 2.03330 -1.88861 2.18083  0.1112
H: 2.58726 -0.90608 -1.70155  0.0453
H: -1.14593 -1.98492 2.96727  0.0329
H: -2.16175 -1.36609 1.75313  0.0524
H: -0.44951 -1.69737 -0.61418  0.1489
H: 0.81861 1.82447 0.79450  0.1264
H: -0.67908 1.07410 1.48257  0.0355
H: -0.87384 2.32926 0.47363  0.0503
H: -0.61686 1.85109 -2.20364  0.1060
H: -0.38531 0.05517 -2.45595  0.0647
H: 0.85847 0.90470 -1.93501  0.0476
H: -1.57579 0.21222 -0.34888  0.1478


[5]
# CH2F2O3S

A 2-piece molecular cluster, CH2F2O3S overall at a distorted geometry (ωB97M-V/def2-TZVPD, the Open Molecules 2025 dataset).

Maximum force ... 3.1 eV/Å
Total energy ... -862.75419 a.u.
Net charge ... 0
Energy above the lowest of the compared OMol25 structures with the same formula, charge and spin ... 2.5 kcal/mol
Kohn-Sham gap ... 10.364 eV
HOMO energy ... -10.09 eV

Last column: Löwdin charge in e.
CARTESIAN COORDINATES (ANGSTROEM)
C: -1.45678 -0.13146 1.66408  -0.1819
O: 1.51847 -0.64716 0.19071  -0.3601
O: 0.08264 0.40689 -1.48147  -0.2769
O: -1.41069 -1.31244 1.65598  0.0047
F: 2.63029 0.52065 -1.68125  -0.2998
F: 0.01534 0.78355 -2.78090  -0.0794
S: 1.46557 -0.56401 -1.22147  1.0186
H: -0.51160 0.50788 1.54170  0.0852
H: -2.33324 0.43611 2.11261  0.0896


[6]
# C27H24N

An isolated ion of composition C27H24N and charge +1 at a distorted geometry (ωB97M-V/def2-TZVPD, the Open Molecules 2025 dataset).

Maximum force ... 2.7 eV/Å
Total energy ... -1097.75194 a.u.
Net charge ... +1
SMILES ... C(/c1ccccc1)=[N+](\Cc1ccccc1)C(c1ccccc1)c1ccccc1
Energy above the lowest of the compared OMol25 structures with the same formula, charge and spin ... 0.0 kcal/mol
Kohn-Sham gap ... 6.994 eV
HOMO energy ... -11.65 eV

Last column: Löwdin charge in e.
CARTESIAN COORDINATES (ANGSTROEM)
C: -1.57037 -1.15710 0.01355  0.0428
C: -2.20002 -0.75709 -1.19873  -0.1965
C: -3.58601 -0.47285 -1.11418  -0.0069
C: -4.28429 -0.02450 -2.22355  -0.0473
C: -3.61230 0.18477 -3.43271  -0.0336
C: -2.24483 -0.10674 -3.55053  -0.0462
C: -1.52936 -0.56421 -2.44602  -0.0079
N: -0.34735 -0.76069 0.37701  0.0277
C: 0.39387 -1.82142 1.12334  -0.0532
C: 1.73353 -2.31730 0.63081  -0.2046
C: 2.91561 -1.69605 1.03350  -0.0525
C: 4.15942 -2.14109 0.57381  -0.0565
C: 4.24771 -3.33887 -0.14293  -0.0609
C: 3.06949 -4.06057 -0.40622  -0.0655
C: 1.82192 -3.53716 -0.04759  -0.0375
C: 0.08621 0.57415 0.01420  -0.1737
C: -1.12848 1.53226 0.12718  -0.1912
C: -1.52298 2.33274 -0.94489  -0.0255
C: -2.74421 3.00844 -0.87831  -0.0585
C: -3.51012 2.97903 0.29320  -0.0691
C: -3.05439 2.26144 1.39335  -0.0623
C: -1.86659 1.53113 1.31790  -0.0646
C: 1.27507 1.07960 0.81813  -0.1827
C: 2.54203 1.03534 0.22027  -0.0558
C: 3.68444 1.36308 0.95659  -0.0858
C: 3.56666 1.77270 2.29055  -0.0653
C: 2.28849 1.96182 2.83530  -0.0506
C: 1.14338 1.67644 2.07398  -0.0159
H: -2.11695 -1.80748 0.70033  0.1642
H: -4.06494 -0.61409 -0.14152  0.1309
H: -5.35925 0.16341 -2.13532  0.1230
H: -4.16523 0.55925 -4.29047  0.1183
H: -1.74448 0.01369 -4.51622  0.1209
H: -0.47368 -0.84380 -2.54104  0.1288
H: -0.29434 -2.67196 1.02090  0.1170
H: 0.42835 -1.58469 2.19748  0.1466
H: 2.84912 -0.84676 1.71098  0.0989
H: 5.05449 -1.55690 0.79622  0.1114
H: 5.22149 -3.71313 -0.47177  0.1132
H: 3.13772 -5.03377 -0.89032  0.1089
H: 0.90142 -4.09182 -0.25154  0.1154
H: 0.40852 0.60407 -1.03621  0.1371
H: -0.90520 2.37195 -1.85022  0.1289
H: -3.08623 3.55988 -1.74439  0.1111
H: -4.47016 3.50628 0.33719  0.1158
H: -3.60534 2.26789 2.33783  0.1156
H: -1.52872 0.94361 2.17495  0.1190
H: 2.62280 0.68616 -0.81029  0.1277
H: 4.67551 1.25929 0.49914  0.1181
H: 4.45788 1.95241 2.90739  0.1172
H: 2.16785 2.36903 3.83871  0.1116
H: 0.16280 1.97021 2.45120  0.1001